ORCA calculation (wB97M-V/def2-TZVPD) on 2 unconnected molecules or ions with the total composition C10H13O2 in a non-equilibrium geometry.

Properties
frontier orbital gap (spin up / spin down)	2.92 / 6.92	eV
E_LUMO (spin up / spin down)	6.35 / 6.30	eV
2S+1	2
total charge	-2
energy	-14672.78154	eV

Geometry (Å):
O -1.494 0.869 -3.690
O -2.283 -0.306 -1.955
C 0.705 -1.591 3.433
C -1.855 0.727 -2.495
C -0.171 -1.596 2.300
C 0.195 -1.241 1.043
C -0.535 2.498 -1.031
C 1.503 -0.683 0.771
C 1.885 -0.251 -0.606
C 1.964 -0.993 3.176
C 2.384 -0.670 1.897
C -1.828 2.199 -1.777
H 2.907 0.149 -0.489
H 1.234 0.595 -0.923
H -0.488 -1.240 0.193
H 0.324 -2.116 4.294
H 1.796 -0.946 -1.456
H -0.667 3.586 -0.869
H -1.072 -2.190 2.478
H -0.368 1.903 -0.138
H -2.675 2.389 -1.117
H 0.335 2.439 -1.686
H -2.017 2.771 -2.678
H 2.703 -0.764 3.950
H 3.383 -0.300 1.634